Record 1
The following is a DFT calculation (the ωB97M-V functional and the def2-TZVPD basis) of C24H42AsCrN9O3 as an isolated structure.

The geometry in XYZ format:
```
80
Properties=species:S:1:pos:R:3:lowdin_spin:R:1
Cr 0.44 0.73 -0.76 1.012
N 0.59 0.51 1.39 -0.003
C 1.95 0.08 1.78 0.000
C 2.54 1.12 2.76 0.000
C 3.98 0.97 3.26 0.000
C 4.33 -0.32 3.99 0.000
N 4.54 -1.38 3.01 0.000
C 4.65 -2.66 3.27 0.000
N 4.77 -3.11 4.53 0.000
N 4.62 -3.53 2.25 0.000
C 2.80 -0.09 0.51 0.003
O 3.87 -0.70 0.58 0.002
O 2.34 0.41 -0.56 0.007
H 0.35 1.39 1.83 0.000
H -0.10 -0.18 1.67 0.001
H 1.90 -0.90 2.25 0.000
H 1.86 1.15 3.62 0.000
H 2.47 2.10 2.27 0.000
H 4.15 1.80 3.94 0.000
H 4.69 1.11 2.43 0.000
H 3.55 -0.60 4.70 0.000
H 5.26 -0.16 4.55 0.000
H 4.40 -1.11 2.01 0.000
H 4.96 -2.46 5.27 0.000
H 4.89 -4.09 4.72 0.000
H 4.55 -3.17 1.31 0.000
H 4.95 -4.48 2.37 0.000
N 2.40 -1.35 -6.16 0.005
C 1.77 -0.55 -5.61 0.000
N 1.00 0.36 -5.04 0.008
C 0.80 0.49 -3.81 0.005
N 0.50 0.68 -2.69 -0.003
C 0.62 2.73 -0.51 -0.045
C -0.76 3.28 -0.62 0.000
C -1.55 3.48 0.51 -0.005
C -2.86 3.91 0.42 0.001
C -3.41 4.17 -0.83 -0.006
C -2.64 4.00 -1.97 0.001
C -1.33 3.55 -1.87 -0.005
H 1.07 2.98 0.45 0.000
H 1.28 3.05 -1.31 -0.003
H -1.11 3.30 1.50 0.000
H -3.44 4.07 1.32 0.000
H -4.43 4.54 -0.91 0.000
H -3.05 4.22 -2.94 0.000
H -0.73 3.41 -2.76 0.000
C 0.42 -4.18 -0.26 0.001
As 0.50 -2.36 -0.96 0.002
C -0.88 -2.54 -2.33 0.000
C 2.08 -2.56 -2.10 0.000
H 0.45 -4.88 -1.09 0.000
H -0.50 -4.32 0.30 0.000
H 1.26 -4.36 0.41 0.000
H -0.75 -3.48 -2.87 0.000
H -0.79 -1.71 -3.03 0.000
H -1.87 -2.52 -1.87 0.000
H 1.96 -3.41 -2.77 0.000
H 2.96 -2.70 -1.47 0.000
H 2.22 -1.65 -2.67 0.000
C -2.67 0.51 -3.12 0.000
N -3.40 0.47 -1.87 0.001
C -4.86 0.44 -2.01 0.000
C -5.54 0.85 -0.73 0.000
C -4.96 0.03 0.40 0.000
N -3.52 0.23 0.44 0.001
C -2.85 0.15 1.72 0.000
C -2.78 0.37 -0.68 0.003
O -1.52 0.39 -0.58 0.015
H -3.04 1.34 -3.72 0.000
H -2.84 -0.42 -3.68 0.000
H -1.62 0.64 -2.94 0.000
H -5.17 -0.57 -2.31 0.000
H -5.12 1.12 -2.82 0.000
H -6.62 0.70 -0.81 0.000
H -5.36 1.91 -0.53 0.000
H -5.20 -1.03 0.28 0.000
H -5.37 0.35 1.36 0.000
H -3.56 0.40 2.50 0.000
H -2.04 0.88 1.76 0.000
H -2.45 -0.85 1.93 0.000
```

Summary:
Energy = -134379.2370 eV
Net charge = +1
ΔE to the lowest compared entry with this formula, charge and spin = 0.0 kJ/mol
Orbital gap (alpha / beta) = 7.77 / 7.74 eV
Expectation value of S² = 0.7719
Highest occupied orbital energy (alpha / beta) = -0.3764 / -0.3746 hartree
LUMO energy (alpha / beta) = -0.0910 / -0.0902 Eh
Multiplicity = 2



Record 2
The following is a DFT calculation (the ωB97M-V functional and the def2-TZVPD basis) of one molecule with the formula C3H8O.

The geometry in XYZ format:
```
12
Properties=species:S:1:pos:R:3:nbo_charge:R:1
C -1.38 0.38 0.58 -0.604
C -0.17 -0.51 0.27 -0.437
C 0.76 -0.02 -0.83 -0.071
O 2.08 0.46 -0.52 -0.717
H -0.92 1.33 0.89 0.208
H -1.97 0.52 -0.32 0.206
H -2.03 0.02 1.36 0.214
H -0.48 -1.55 0.13 0.207
H 0.47 -0.71 1.14 0.197
H 0.33 0.86 -1.32 0.173
H 0.90 -0.75 -1.63 0.166
H 2.41 -0.03 0.24 0.459
```

Summary:
Energy = -5287.5755 eV
ΔE to the lowest compared entry with this formula, charge and spin = 55.5 kJ/mol
Structure (SMILES) = CCCO
Orbital gap = 11.25 eV
Highest occupied orbital energy = -0.3734 hartree
LUMO energy = 0.0401 Eh



Record 3
The following is a DFT calculation (the ωB97M-V functional and the def2-TZVPD basis) of a 6-piece molecular cluster, C56H61F40N4O10PS2 overall.

The geometry in XYZ format:
```
174
Properties=species:S:1:pos:R:3:mulliken_charge:R:1
C -1.23 1.60 1.42 -0.489
C -0.69 0.98 0.13 1.014
C 0.44 0.00 0.28 -0.221
N 0.21 -1.22 -0.14 -0.395
C 1.23 -2.12 -0.07 -0.122
C 1.05 -3.45 -0.56 1.060
P -0.53 -4.09 -1.30 0.334
O -1.34 -4.57 0.02 -0.476
O -1.41 -2.77 -1.71 -0.452
C 2.10 -4.37 -0.50 0.353
C 2.02 -5.77 -1.06 -0.925
C 1.79 -5.80 -2.60 0.079
C 2.93 -6.41 -3.43 -1.291
S 4.04 -5.12 -4.01 0.081
C 3.21 -4.54 -5.46 -0.034
S 2.30 -5.49 -6.42 -0.220
N 3.35 -3.16 -5.73 0.006
C 4.73 -2.67 -5.66 0.283
C 4.84 -1.17 -5.42 -0.804
O 4.01 -0.65 -4.38 -0.292
C 3.21 -1.65 -3.78 1.330
C 2.44 -2.32 -4.91 -1.338
C 3.33 -3.97 0.12 1.144
C 4.49 -4.91 0.29 -2.164
O 5.12 -5.23 -0.95 0.035
C 6.48 -5.02 -0.98 0.017
C 7.34 -5.49 0.02 -0.256
C 8.71 -5.28 -0.10 -0.630
C 9.25 -4.62 -1.20 -0.583
C 8.39 -4.14 -2.18 -0.588
C 7.01 -4.34 -2.07 0.217
C 3.49 -2.69 0.60 -0.251
C 2.46 -1.74 0.50 -0.931
N 2.68 -0.47 0.94 -0.551
C 1.71 0.38 0.80 1.336
C 2.01 1.80 1.20 0.302
C 3.33 2.24 0.56 -2.014
N 3.38 1.80 -0.85 1.230
C 3.03 2.86 -1.82 -0.758
C 2.13 2.30 -2.93 -0.040
C 4.60 1.14 -1.17 -0.024
C 5.90 1.88 -1.00 -1.524
O 4.59 0.01 -1.58 -0.444
H -1.48 0.85 2.17 0.490
H -2.16 2.11 1.18 -0.081
H -0.58 2.34 1.86 0.061
H -0.40 1.77 -0.57 -0.967
H -1.51 0.44 -0.34 0.820
H -1.57 -3.85 0.64 0.325
H -0.97 -2.28 -2.41 0.315
H 2.94 -6.29 -0.88 0.796
H 1.18 -6.29 -0.61 -0.251
H 1.72 -4.76 -2.93 -0.333
H 0.83 -6.25 -2.84 0.561
H 2.53 -6.97 -4.26 0.542
H 3.52 -7.11 -2.84 0.508
H 5.29 -3.16 -4.86 -0.374
H 5.25 -2.89 -6.59 0.335
H 4.70 -0.60 -6.34 0.305
H 5.88 -1.00 -5.12 0.378
H 2.51 -1.14 -3.12 -0.122
H 3.79 -2.35 -3.18 -0.358
H 1.57 -2.87 -4.59 0.531
H 2.12 -1.50 -5.56 0.318
H 4.13 -5.84 0.75 0.283
H 5.20 -4.46 0.99 0.765
H 6.94 -6.01 0.88 0.448
H 9.37 -5.66 0.67 0.376
H 10.31 -4.47 -1.31 0.398
H 8.77 -3.60 -3.04 0.419
H 6.34 -3.98 -2.84 0.072
H 4.43 -2.38 1.04 0.487
H 2.08 1.87 2.28 0.483
H 1.25 2.47 0.82 -1.321
H 3.42 3.33 0.60 1.199
H 4.16 1.79 1.09 0.229
H 2.57 3.69 -1.30 0.466
H 3.95 3.21 -2.31 0.529
H 2.35 2.74 -3.90 0.450
H 2.34 1.24 -3.01 -0.420
H 1.08 2.41 -2.66 -0.275
H 6.35 1.57 -0.06 0.342
H 5.81 2.96 -1.06 0.406
H 6.56 1.54 -1.79 0.448
F -5.55 3.03 2.97 -0.104
C -6.54 2.81 3.86 0.095
F -5.98 2.60 5.07 -0.305
C -7.35 1.56 3.47 0.574
F -6.56 0.47 3.52 -0.297
F -8.29 1.43 4.44 -0.324
C -8.11 1.59 2.14 0.053
O -7.50 0.94 1.03 -0.470
C -6.63 1.59 0.21 1.106
F -6.53 2.90 0.49 -0.044
F -7.10 1.48 -1.05 -0.349
C -5.26 0.91 0.22 -0.206
F -4.72 0.92 1.45 -0.273
F -4.43 1.60 -0.61 -0.049
H -7.18 3.69 3.92 0.246
H -9.01 1.01 2.32 0.540
H -8.44 2.60 1.89 -0.143
H -5.34 -0.12 -0.13 0.270
F 4.41 7.63 2.24 -0.206
C 3.66 8.61 2.79 0.105
F 4.43 9.72 2.89 -0.281
C 3.18 8.22 4.19 0.828
F 4.25 8.07 5.01 -0.277
F 2.47 9.29 4.64 -0.333
C 2.26 7.00 4.31 -0.643
O 2.84 5.78 4.70 -0.371
C 3.37 4.90 3.80 0.830
F 3.14 5.28 2.53 -0.173
F 2.76 3.71 3.98 -0.320
C 4.87 4.67 4.05 0.084
F 5.55 5.82 3.93 -0.234
F 5.32 3.80 3.12 -0.193
H 2.81 8.83 2.14 0.289
H 1.59 7.25 5.14 0.402
H 1.62 6.89 3.44 0.295
H 5.02 4.25 5.05 0.257
F -0.04 -10.56 3.36 -0.210
C 0.17 -10.51 4.69 0.069
F -0.80 -11.21 5.30 -0.268
C 0.13 -9.07 5.20 0.883
F -1.10 -8.55 5.02 -0.269
F 0.35 -9.16 6.55 -0.335
C 1.19 -8.09 4.67 -0.738
O 0.80 -7.21 3.64 -0.328
C 0.90 -7.55 2.32 0.460
F 1.53 -8.73 2.14 -0.328
F 1.65 -6.60 1.71 -0.117
C -0.47 -7.54 1.63 0.343
F -1.29 -8.43 2.22 -0.232
F -0.30 -7.90 0.33 -0.245
H 1.14 -10.97 4.92 0.294
H 1.39 -7.43 5.51 0.407
H 2.13 -8.59 4.45 0.311
H -0.92 -6.55 1.68 0.211
F -2.99 3.36 -3.22 -0.278
C -4.07 3.06 -2.47 0.164
F -5.18 3.31 -3.21 -0.340
C -4.12 3.94 -1.22 1.180
F -4.28 5.24 -1.58 -0.437
F -5.26 3.56 -0.57 -0.028
C -2.99 3.82 -0.18 -0.418
O -1.97 4.80 -0.22 -0.441
C -0.85 4.65 -0.99 0.738
F -0.80 3.44 -1.57 -0.462
F 0.22 4.73 -0.16 -0.233
C -0.67 5.77 -2.02 0.080
F -1.71 5.80 -2.87 -0.237
F 0.45 5.48 -2.71 -0.225
H -4.05 2.01 -2.20 0.379
H -3.49 3.99 0.77 0.391
H -2.59 2.81 -0.15 -0.617
H -0.58 6.74 -1.53 0.273
F -8.17 5.64 0.31 -0.193
C -7.87 5.78 -0.99 0.614
F -7.46 7.06 -1.20 -0.305
C -9.08 5.50 -1.87 0.770
F -10.05 6.41 -1.63 -0.288
F -8.66 5.69 -3.16 -0.319
C -9.68 4.09 -1.82 -0.574
O -10.82 3.89 -1.01 -0.425
C -10.73 3.56 0.31 0.856
F -9.46 3.31 0.69 -0.493
F -11.43 2.41 0.49 -0.344
C -11.39 4.62 1.19 0.159
F -10.78 5.80 1.04 -0.214
F -11.26 4.24 2.49 -0.249
H -7.04 5.11 -1.25 -0.225
H -10.04 3.91 -2.84 0.429
H -8.91 3.33 -1.64 0.153
H -12.44 4.71 0.94 0.288
```

Summary:
Energy = -225153.1132 eV
Structure (SMILES) = CCc1nc2c(P(O)O)c(CCCSC(=S)N3CCOCC3)c(COc3ccccc3)cc2nc1CCN(CC)C(C)=O.FC(F)C(F)(F)COC(F)(F)C(F)F.FC(F)C(F)(F)COC(F)(F)C(F)F.FC(F)C(F)(F)COC(F)(F)C(F)F.FC(F)C(F)(F)COC(F)(F)C(F)F.FC(F)C(F)(F)COC(F)(F)C(F)F
Orbital gap = 8.04 eV
Highest occupied orbital energy = -0.3008 hartree
LUMO energy = -0.0052 Eh



Record 4
The following is a DFT calculation (the ωB97M-V functional and the def2-TZVPD basis) of one molecule with the formula C4H6S2.

The geometry in XYZ format:
```
12
Properties=species:S:1:pos:R:3:nbo_charge:R:1
C -0.69 1.34 -0.98 -0.679
C -0.34 -0.11 -0.65 0.000
S -1.13 -1.45 -1.20 0.047
C 0.74 -0.19 0.39 -0.600
C 0.42 -1.35 1.24 -0.278
S 1.45 -2.38 1.83 0.100
H 0.27 1.78 -1.15 0.222
H -1.40 1.50 -1.81 0.238
H -1.14 1.75 -0.04 0.236
H 1.63 -0.06 -0.19 0.261
H 0.84 0.63 1.09 0.248
H -0.64 -1.47 1.46 0.206
```

Summary:
Energy = -25913.9728 eV
ΔE to the lowest compared entry with this formula, charge and spin = 127.2 kJ/mol
Structure (SMILES) = CC(=S)CC=S
Orbital gap = 8.22 eV
Highest occupied orbital energy = -0.3147 hartree
LUMO energy = -0.0125 Eh